Record 1
19
Properties=species:S:1:pos:R:3:lowdin_charge:R:1 method="wB97M-V/def2-TZVPD" e_homo_ev=-8.13 gap_ev=8.55 charge=0
C -1.23455 2.52631 -0.82616 -0.633
C 1.46704 -2.67059 1.44464 -0.137
C 0.27967 2.13145 -0.57079 -0.407
C 0.73045 -1.81035 -0.66150 -0.257
N -0.32795 -1.25998 -1.34505 -0.023
N 0.56709 -1.92908 0.64727 -0.169
O -1.91816 1.52643 -1.31313 0.084
O -1.64099 3.56627 -0.35448 0.071
S 0.24723 1.38112 1.10334 0.722
H 1.70709 -2.34760 2.38644 0.047
H 1.03178 -3.65453 1.62221 0.089
H 2.40492 -2.64563 1.01692 0.057
H 0.88426 2.98604 -0.31393 0.053
H 0.63423 1.59559 -1.43469 0.072
H -0.43498 -1.26985 -2.40166 0.102
H -1.20997 -0.87426 -0.74982 0.116
H -2.88311 1.66543 -1.11947 0.163
H -0.38397 -1.46828 1.15690 0.175
H 0.07991 2.55154 1.71297 -0.127



Record 2
24
Properties=species:S:1:pos:R:3:lowdin_charge:R:1 method="wB97M-V/def2-TZVPD" e_homo_ev=-10.31 gap_ev=10.63 charge=0
C -0.79705 1.15648 1.03789 -0.381
C -0.25097 -0.19958 0.55820 -0.439
C -0.02971 -1.75671 -1.52328 -0.393
C -0.16050 -0.32796 -0.96623 -0.439
N -0.50076 2.30867 0.13075 0.088
N -0.98999 -1.19478 1.22447 0.166
O 2.16421 1.79471 2.04122 -0.379
O -0.33645 1.24717 2.32632 -0.240
O 1.13352 -0.22701 1.08340 -0.282
O 0.48495 -1.68523 -2.77720 0.025
O 0.69034 -2.70545 -0.70047 0.027
O -1.33441 0.19512 -1.50269 0.128
O 0.94556 0.49111 -1.36399 0.020
S 1.24767 0.76464 2.47250 1.054
H -1.83253 1.13688 0.84637 0.151
H -1.03592 -2.18498 -1.63225 0.166
H -0.60354 3.18828 0.63697 0.100
H 0.44505 2.42045 -0.26161 0.095
H -0.28187 -1.89357 1.43803 0.111
H -1.45875 -0.95698 2.04386 0.078
H 0.88400 -0.72666 -2.89370 0.160
H 1.48770 -2.19463 -0.56557 0.079
H -1.44337 0.93950 -1.05247 -0.009
H 1.57283 0.41052 -0.60052 0.114



Record 3
18
Properties=species:S:1:pos:R:3:lowdin_charge:R:1 method="wB97M-V/def2-TZVPD" e_homo_ev=-7.38 gap_ev=7.69 charge=0
O 0.78246 0.93155 -1.99159 -0.079
C 0.66860 0.31268 -0.89198 -0.570
N -0.09391 -0.90556 -0.85777 -0.040
C -0.44939 -1.66166 0.34423 -0.241
C -1.98140 -1.48899 0.52413 -0.493
S -2.50406 0.28724 0.86410 0.666
C 1.10179 0.86150 0.35208 -0.159
N 1.88949 2.08571 0.08632 0.066
H -0.42482 -1.22161 -1.86955 0.191
H 0.14652 -1.00764 1.05482 0.095
H -0.18404 -2.68001 0.28128 0.092
H -2.50470 -1.87915 -0.35034 0.061
H -2.43345 -2.17233 1.14295 0.023
H -1.54205 0.89406 0.13756 -0.171
H 1.17758 0.54963 1.42639 0.095
H 1.92173 2.05831 -1.00689 0.157
H 2.85976 1.97340 0.37123 0.133
H 1.56989 3.06287 0.38304 0.174



Record 4
17
Properties=species:S:1:pos:R:3:lowdin_charge:R:1 method="wB97M-V/def2-TZVPD" e_homo_ev="-12.80 / -12.33" gap_ev="8.20 / 7.89" charge=+1
C 0.66285 -1.61682 -0.13420 -0.078
C -0.61772 0.78221 -0.58641 -0.278
C 0.19963 0.28730 -1.68172 -0.123
C -0.09362 0.55815 0.74658 -0.673
N 0.55919 -1.14093 -1.33313 0.077
N 0.49307 -0.76258 0.86807 0.052
P -0.75938 1.35142 2.18751 0.842
H 0.96248 -2.67920 0.05691 0.190
H -1.06612 1.79360 -0.47408 0.141
H -1.57695 0.23855 -0.60016 0.146
H -0.31543 0.29356 -2.66182 0.144
H 1.22100 0.80085 -1.83864 0.163
H 1.51309 1.74539 0.89302 0.186
H 0.82457 -1.63698 -2.21226 0.189
H 0.57215 -1.26067 1.73247 0.136
H -0.45327 0.38215 3.21722 -0.073
H -2.12556 0.86401 1.82064 -0.041



Record 5
18
Properties=species:S:1:pos:R:3:lowdin_charge:R:1 method="wB97M-V/def2-TZVPD" e_homo_ev=-7.83 gap_ev=7.45 charge=0
C -1.04791 -0.11726 -0.32352 -0.374
C -0.97839 1.18191 0.44721 -0.237
C -1.45494 -1.27322 0.59683 -0.282
C -0.85541 2.37039 -0.23887 -0.011
N 3.08750 1.16071 -0.36510 -0.387
N -0.17946 -2.01642 0.51531 -0.239
P 2.24887 0.37329 0.70295 0.620
P 0.80468 -0.95418 -0.27864 0.440
H -1.25012 -0.33170 -1.43047 0.122
H -0.66067 1.12242 1.48293 0.084
H -1.74276 -0.80759 1.57881 0.110
H -2.17408 -1.99767 0.22128 0.094
H -0.71577 3.26078 0.33161 0.029
H -0.81798 2.55002 -1.31106 0.055
H 2.74204 0.85129 -1.30504 -0.041
H 0.12600 -2.56147 1.31740 0.084
H 1.88787 -1.90281 -0.21954 -0.061
H 0.98053 -0.90850 -1.72210 -0.006



Record 6
17
Properties=species:S:1:pos:R:3:lowdin_charge:R:1 method="wB97M-V/def2-TZVPD" multiplicity=3 e_homo_ev="-6.55 / -8.40" gap_ev="7.21 / 6.91" charge=0
C 1.42766 -0.51233 -2.06586 0.022
C 1.27812 0.32963 -1.02967 -0.146
C -0.35560 -1.53845 0.67907 0.010
C 0.01062 0.39973 -0.25221 -0.541
N -1.48558 0.65604 -1.99948 0.072
N -1.17260 0.35805 -0.77526 -0.193
Si -0.57848 1.35264 1.33808 0.658
H 2.27250 -0.52797 -2.70230 0.036
H 0.66109 -1.30562 -2.35711 0.089
H 2.02119 1.03192 -0.70342 0.091
H -0.61721 -2.00811 -0.27057 0.029
H 0.44936 -1.90232 1.24866 0.008
H -1.18094 -1.27973 1.28353 -0.032
H -2.54805 0.62373 -2.12054 0.086
H -1.96111 0.85366 1.63545 -0.051
H -0.40990 2.69029 0.75410 -0.073
H 0.24371 1.18194 2.67925 -0.063



Record 7
17
Properties=species:S:1:pos:R:3:lowdin_charge:R:1 method="wB97M-V/def2-TZVPD" multiplicity=3 e_homo_ev="-6.70 / -8.71" gap_ev="7.55 / 7.01" charge=0
C 1.59312 -0.54021 -1.49706 0.010
C 1.13768 0.22523 -0.49702 -0.228
C -0.21142 -1.62604 0.95472 0.025
C -0.34419 0.20426 -0.09562 -0.523
N -1.38317 0.63684 -2.08263 0.046
N -1.43683 0.13294 -0.90340 -0.082
Si -0.42211 1.38677 1.51736 0.662
H 2.64391 -0.55772 -1.75146 0.055
H 0.90402 -1.15868 -2.04555 0.059
H 1.75887 0.87165 0.14709 0.081
H 0.02737 -2.34515 0.22996 0.004
H 0.69300 -1.24426 1.46612 0.024
H -1.11951 -1.83006 1.48253 0.019
H -2.34656 0.41412 -2.44934 0.083
H -1.80752 1.46659 2.15362 -0.074
H -0.41717 2.64951 0.86806 -0.104
H 0.73051 1.31421 2.50263 -0.057



Record 8
17
Properties=species:S:1:pos:R:3:lowdin_charge:R:1 method="wB97M-V/def2-TZVPD" multiplicity=3 e_homo_ev="-6.18 / -8.98" gap_ev="6.96 / 6.46" charge=0
C 3.34184 -0.53240 -0.12549 -0.074
C 1.21783 0.25143 -0.75679 -0.258
C 0.45128 0.14365 0.31642 -0.006
C -1.87668 0.88725 1.32598 -0.253
N 2.47360 -0.30476 -1.00980 -0.033
N -1.38811 0.64180 0.01303 -0.266
Si -1.68859 -0.69004 -1.03178 0.539
H 4.27450 -0.95554 -0.54328 0.072
H 3.18100 -0.37820 0.92083 0.057
H 0.99944 0.85432 -1.66603 0.129
H 0.45223 0.05951 1.38688 0.074
H -1.94436 -0.07202 1.87154 0.064
H -1.19056 1.61329 1.93473 0.106
H -2.91707 1.23259 1.33969 0.073
H -0.55949 -1.50302 -1.17939 -0.075
H -2.89727 -1.11524 -0.43220 -0.071
H -1.92959 -0.13261 -2.36434 -0.077



Record 9
17
Properties=species:S:1:pos:R:3:lowdin_charge:R:1 method="wB97M-V/def2-TZVPD" e_homo_ev=-15.53 gap_ev=8.76 charge=+1 smiles=CCN(CC)[N+]#N
C 2.22978 -0.59471 -0.19664 -0.047
C -2.14914 1.02145 -0.08461 -0.057
C 0.93557 -1.00367 0.33748 -0.217
C -1.53118 -0.36483 0.09796 -0.157
N 1.53404 1.64740 0.12261 0.247
N 0.42403 1.36596 0.12938 0.126
N -0.09377 -0.18999 -0.21295 -0.003
H 3.19974 -0.96293 0.21401 0.131
H 2.39374 -0.70510 -1.21046 0.076
H 2.46964 0.58926 -0.28861 0.102
H -2.24405 1.42598 -1.12694 0.121
H -3.15935 0.88722 0.18392 0.079
H -1.72211 1.69273 0.51033 0.015
H 0.59039 -2.06956 -0.15190 0.250
H 0.78527 -1.00023 1.36998 0.117
H -1.84654 -0.77795 0.98654 0.108
H -1.81605 -0.96100 -0.68010 0.109



Record 10
17
Properties=species:S:1:pos:R:3:lowdin_charge:R:1 method="wB97M-V/def2-TZVPD" e_homo_ev="-11.15 / -12.90" gap_ev="6.10 / 8.98" charge=+1
C -1.05690 -0.67491 0.37203 -0.057
C 0.04426 -1.35948 -0.59234 -0.177
C 0.73081 -0.44472 -1.51878 -0.069
C 0.51433 1.28329 2.90028 -0.042
N -0.79425 0.11888 1.29499 -0.006
N -0.06732 1.04121 1.57517 0.020
N -0.06574 0.09137 -2.67795 0.150
H -2.01353 -1.16134 0.21355 0.122
H 0.80511 -1.70856 0.11986 0.125
H -0.46463 -2.13568 -0.98260 0.062
H 1.38115 0.37802 -0.99839 0.131
H 1.55691 1.04402 2.66119 0.096
H 0.29520 2.23088 3.26134 0.053
H -0.01971 0.64263 3.66964 0.108
H -0.79867 0.72913 -2.61349 0.126
H -0.55494 -0.60663 -3.22946 0.162
H 0.50794 0.53190 -3.45504 0.197



Record 11
17
Properties=species:S:1:pos:R:3:lowdin_charge:R:1 method="wB97M-V/def2-TZVPD" e_homo_ev=-13.67 gap_ev=10.12 charge=+1
C 0.37084 -1.65772 0.78603 -0.306
C 0.29469 0.16331 0.49833 -0.087
C -1.04453 2.00229 -0.52589 -0.075
C -1.07870 0.59298 -0.04075 -0.205
N -0.05857 -2.45759 1.59851 0.240
N 1.16861 -1.61352 -0.28843 0.113
N 1.24857 -0.19587 -0.56534 0.125
H 0.60467 0.91263 1.34086 0.188
H -2.01221 2.24354 -0.73085 0.062
H -0.50217 2.15479 -1.46438 0.094
H -0.62395 2.61302 0.16498 0.054
H -1.37391 -0.06794 -0.74382 0.087
H -1.71055 0.65235 0.81716 0.129
H -0.20119 -3.38643 1.74666 0.052
H 1.84342 -2.22967 -0.74188 0.179
H 0.91551 0.06302 -1.44082 0.155
H 2.15947 0.21083 -0.41038 0.194



Record 12
17
Properties=species:S:1:pos:R:3:lowdin_charge:R:1 method="wB97M-V/def2-TZVPD" e_homo_ev=-13.84 gap_ev=9.97 charge=+1 smiles="[H]/N=C1/[C@@H](N)[C@@]1(C)[NH3+]"
C 0.90516 0.43187 1.11051 -0.314
C 1.31069 -0.33714 -0.09431 -0.092
C -0.09869 0.48745 0.08097 -0.334
C -0.38645 1.55180 -0.78821 -0.054
N 1.20428 0.69886 2.28785 0.237
N -1.32334 -0.57488 0.25655 0.279
N 1.05038 -1.83943 0.05277 0.035
H 1.99383 0.09518 -0.72196 0.118
H -1.22840 2.35476 -0.58301 0.140
H -0.74514 1.18237 -1.78004 0.107
H 0.64295 2.05333 -0.89834 0.142
H 0.57568 1.30454 2.77996 0.077
H -1.87233 -0.02835 0.89978 0.156
H -1.80311 -0.88250 -0.53600 0.138
H 1.12889 -2.10899 1.10689 0.130
H 1.68795 -2.45569 -0.46053 0.087
H -1.04848 -1.37605 0.83307 0.146



Record 13
17
Properties=species:S:1:pos:R:3:lowdin_charge:R:1 method="wB97M-V/def2-TZVPD" e_homo_ev=-13.10 gap_ev=9.44 charge=+1 smiles="C[N@@H+]1C[C@@H]1/C=N/N"
C -1.12983 -0.64413 -0.29255 -0.134
C 0.02472 -0.44330 -1.13160 -0.098
C 0.67991 0.72286 -1.21224 -0.180
C 1.63345 -0.11526 1.03980 -0.045
N -1.91450 0.38791 -0.05616 -0.034
N -3.06372 0.14767 0.41139 0.068
N 1.45100 0.00085 -0.34894 -0.088
H -1.39396 -1.70125 0.20743 0.166
H 0.42720 -1.12704 -1.83641 0.149
H 1.31338 1.07981 -2.00541 0.157
H 0.22569 1.49704 -0.52869 0.170
H 2.26737 0.74214 1.33204 0.119
H 0.80101 -0.11876 1.81088 0.124
H 1.91506 -1.17439 1.15304 0.117
H -3.07119 -0.87864 0.81765 0.172
H -3.63099 0.90185 0.70596 0.115
H 2.30987 -0.32893 -0.90616 0.219



Values for DFT total energy, eV, ordered as above
-22218.071 -32456.347 -20170.668 -16568.396 -25863.575 -15160.317 -15160.478 -15159.978 -8768.149 -8768.071 -8769.924 -8770.615 -8769.382